C34H63BaN2O16 as an isolated structure in a non-equilibrium geometry. Source: OMol25; level of theory: the ωB97M-V functional and the def2-TZVPD basis.

Structure (XYZ):
```
116
Properties=species:S:1:pos:R:3:forces:R:3:lowdin_spin:R:1
Ba -19.1256 4.5888 -5.1235 1.901 -0.101 0.175 0.000
C -14.3445 4.3299 -4.2651 -0.232 -0.623 0.673 0.000
C -15.8455 4.3198 -4.5352 -0.103 0.563 -1.068 0.000
O -16.3289 5.1144 -5.3691 -0.173 1.872 -1.194 0.000
O -16.5991 3.4801 -4.0397 -0.645 -1.840 1.736 0.000
H -13.9052 3.5587 -4.8978 0.081 0.093 -0.175 0.000
H -14.1844 3.9930 -3.2409 0.011 0.009 0.025 0.000
H -13.8168 5.2738 -4.4022 -0.394 0.089 -0.241 0.000
C -11.6124 0.8663 -5.7740 1.272 -0.841 -1.284 0.000
C -12.8548 1.1169 -5.1829 3.875 -0.025 0.639 0.000
C -13.9150 0.7186 -5.8650 -4.105 -1.002 -1.566 0.000
C -13.8619 0.0962 -7.1218 1.209 1.291 0.428 0.000
C -12.6054 -0.1056 -7.7004 -1.601 -1.545 -0.905 0.000
C -11.4642 0.1840 -7.0180 -0.368 1.652 1.756 0.000
N -15.1163 -0.2190 -7.8514 0.029 -0.408 2.429 0.000
O -15.0586 -0.6980 -8.9261 0.774 -0.509 -2.460 0.000
O -16.1670 -0.0980 -7.2423 -0.180 0.661 0.522 0.000
H -10.6638 1.1292 -5.3297 -0.143 0.187 0.581 0.000
H -12.8400 1.4856 -4.1679 -0.477 0.291 -0.006 0.000
H -14.8991 0.8569 -5.4424 -0.208 0.047 0.039 0.000
H -12.5422 -0.6621 -8.6239 -0.105 0.177 -0.292 0.000
H -10.5025 -0.0362 -7.4572 0.072 0.061 0.186 0.000
C -11.1952 0.8013 -1.5123 0.145 2.096 -0.650 0.000
C -12.4397 1.2587 -1.0578 0.849 -1.696 0.403 0.000
C -12.7756 2.5693 -1.0958 -0.008 2.144 -0.594 0.000
C -11.9022 3.5213 -1.6748 1.231 -1.450 0.798 0.000
C -10.6551 3.1270 -2.1579 0.027 -1.481 -0.537 0.000
C -10.3435 1.7666 -2.1342 -0.833 -1.602 1.197 0.000
N -12.1436 4.9400 -1.5652 -1.255 -1.438 -0.770 0.000
O -13.2310 5.2348 -1.1414 -0.552 1.077 0.584 0.001
O -11.3238 5.6879 -2.0309 0.740 1.222 -0.236 0.002
H -10.8657 -0.2118 -1.3349 -0.057 -0.068 -0.247 0.000
H -13.1128 0.5849 -0.5487 -0.109 -0.151 -0.112 0.000
H -13.7073 2.8772 -0.6446 0.000 0.223 -0.107 0.000
H -9.8731 3.7230 -2.6048 -0.454 0.703 0.231 0.000
H -9.3932 1.3771 -2.4684 0.202 0.393 -0.191 0.000
C -19.2284 1.4165 -3.7038 0.721 -0.011 2.313 0.000
O -19.3033 1.9163 -4.9766 -0.954 -0.806 -2.048 0.000
C -18.6192 1.0182 -5.8894 0.961 0.615 -0.604 0.000
C -18.7245 1.6599 -7.2685 -1.136 -0.680 0.873 0.000
O -18.1257 2.9230 -7.1396 0.350 1.008 -1.083 0.000
C -16.9897 3.1220 -7.9792 1.019 0.277 0.173 0.000
H -19.6566 0.4330 -3.5104 -0.385 -0.043 -0.496 0.000
H -19.7028 2.1325 -3.0327 -0.202 -0.007 0.167 0.000
H -18.1828 1.3634 -3.4002 0.204 -0.008 0.110 0.000
H -18.9407 -0.0233 -5.8917 -0.591 0.138 0.347 0.000
H -17.5943 1.0566 -5.5203 0.277 -0.277 -0.360 0.000
H -19.7880 1.7899 -7.4686 -0.331 0.306 0.110 0.000
H -18.4258 1.0763 -8.1393 0.815 -0.091 0.419 0.000
H -16.0965 2.6636 -7.5549 -0.027 -0.283 0.323 0.000
H -16.7416 4.1825 -8.0237 -0.406 0.045 -0.001 0.000
H -17.0757 2.7146 -8.9865 -0.578 0.042 -0.004 0.000
C -13.4577 2.7130 -10.2824 -0.059 0.385 -0.155 0.000
O -12.5301 3.6166 -9.7013 0.002 0.201 0.225 0.001
C -12.9407 3.9818 -8.3974 0.496 -0.505 0.125 0.002
C -12.0087 4.9903 -7.7733 -0.150 1.675 -0.959 0.000
O -12.3666 6.3323 -8.2624 -0.815 -0.806 2.058 0.039
C -11.7758 6.7492 -9.4551 0.572 -0.178 -0.249 0.003
H -13.6389 1.9073 -9.5709 -0.254 -0.247 -0.174 0.000
H -13.1070 2.3268 -11.2394 0.513 -0.026 0.300 0.000
H -14.3681 3.2517 -10.5450 -0.409 -0.043 0.320 0.000
H -13.0098 3.1117 -7.7446 0.333 -0.557 0.118 0.001
H -13.9536 4.3814 -8.3491 -0.184 0.432 -0.373 0.000
H -10.9345 4.8981 -7.9340 0.059 -0.700 -0.518 0.000
H -12.1054 4.9729 -6.6877 -0.522 0.212 0.054 0.000
H -10.7030 6.7569 -9.2620 0.370 0.270 -0.597 0.001
H -12.1541 7.7433 -9.6932 0.126 -0.026 0.133 0.000
H -11.9908 6.0852 -10.2923 -0.007 -0.125 0.013 0.002
C -11.7736 7.5358 -5.0657 -1.996 0.002 1.724 0.094
O -10.7661 8.4434 -5.1612 2.186 -0.406 -1.221 0.540
C -9.6910 7.9549 -5.9952 0.106 0.119 -0.477 0.052
C -8.3657 8.5877 -5.6987 -0.703 1.390 0.288 0.019
O -8.2917 9.9177 -6.2272 -0.905 -2.423 -0.157 0.085
C -7.1958 10.6669 -5.7957 0.447 0.434 0.486 0.010
H -12.5050 7.9397 -4.3658 -0.271 0.274 -0.449 0.001
H -11.4645 6.6462 -4.5168 0.650 -0.597 -0.093 0.047
H -12.1885 7.2332 -6.0272 0.054 -0.075 -0.612 0.033
H -9.9616 8.0366 -7.0480 -0.453 0.766 -0.323 0.032
H -9.5821 6.8717 -5.9414 -0.350 -0.265 0.698 0.016
H -7.6492 7.8667 -6.0922 0.475 0.233 -0.302 0.011
H -8.2857 8.5697 -4.6118 0.465 0.311 0.282 -0.001
H -7.3334 11.6530 -6.2392 0.234 -0.075 0.220 0.000
H -6.2356 10.2381 -6.0823 0.018 -0.084 -0.358 0.005
H -7.1894 10.7007 -4.7062 -0.040 0.336 0.193 0.004
C -18.4933 5.6873 -1.5590 0.609 -0.577 3.006 0.000
O -18.4414 6.1116 -2.8333 -0.556 2.313 -3.305 0.000
C -18.2586 7.5746 -2.8878 -0.367 -0.188 -0.622 0.000
C -18.0353 7.9544 -4.3485 2.101 -1.636 1.486 0.000
O -19.0491 7.3603 -5.1258 -0.597 2.160 -0.076 0.000
C -20.0215 8.4374 -5.3621 -0.284 -1.378 -1.007 0.000
H -17.4577 5.5798 -1.2364 -0.001 -0.329 0.668 0.000
H -19.0352 4.7534 -1.4095 0.095 -0.190 -0.424 0.000
H -18.9845 6.4129 -0.9106 -0.085 0.101 0.160 0.000
H -17.3866 7.8781 -2.3085 0.031 -0.182 0.188 0.000
H -19.1450 8.0698 -2.4913 -0.156 -0.220 0.285 0.000
H -17.0655 7.4917 -4.5315 -0.078 -0.537 -0.779 0.000
H -17.7922 9.0015 -4.5290 -0.897 0.234 0.042 0.000
H -19.5917 9.1449 -6.0712 -0.083 -0.058 -0.029 0.000
H -20.3702 8.9800 -4.4834 0.299 -0.364 0.302 0.000
H -20.8502 7.8866 -5.8070 -0.257 0.553 -0.120 0.000
C -16.7194 1.0233 -0.9398 1.612 0.146 -1.031 0.000
O -15.7217 0.0748 -1.3455 -0.305 -0.101 -0.205 0.000
C -15.9196 -0.5075 -2.6540 0.350 0.093 1.746 0.000
C -14.8834 -1.5940 -2.7894 0.200 -0.264 -0.015 0.000
O -15.3164 -2.7534 -2.1288 -0.538 -0.527 -0.362 0.000
C -14.5602 -3.9004 -2.4497 0.532 -0.404 -0.318 0.000
H -16.4050 1.3942 0.0358 -0.412 -0.348 0.150 0.000
H -17.7404 0.6449 -0.9893 -0.015 -0.174 0.250 0.000
H -16.5768 1.8547 -1.6301 -0.609 0.460 -0.118 0.000
H -15.8000 0.2018 -3.4729 -0.076 0.471 0.071 0.000
H -16.9283 -0.9203 -2.6378 -0.082 -0.266 -0.481 0.000
H -13.9098 -1.3155 -2.3863 0.090 0.617 0.340 0.000
H -14.6535 -1.7533 -3.8429 -0.389 -0.401 -0.426 0.000
H -14.1094 -3.8253 -3.4392 0.228 0.306 -0.127 0.000
H -15.1304 -4.8260 -2.5294 -0.639 0.318 0.422 0.000
H -13.7711 -4.0872 -1.7214 0.137 0.173 0.104 0.000
```
Forces are in eV/Å.

Results
- highest occupied orbital energy (alpha / beta) (eV) = -12.78 / -12.78
- 2S+1 = 2
- largest force on an atom (eV Å⁻¹) = 4.51
- orbital gap (alpha / beta) (eV) = 8.27 / 2.65
- expectation value of S² = 0.75
- net charge = +2